Entry 1:
An isolated molecule of C12H11BO at a distorted geometry. Source: OMol25; level of theory: ωB97M-V/def2-TZVPD.

The value obtained for the energy relative to the best compared isomer or geometry (same formula, charge and spin) is 87.83 kJ/mol. The orbital gap comes out at 9.73 eV. The SMILES is OB(c1ccccc1)c1ccccc1. The spin multiplicity is 1.

Element x y z (Å)
O 2.376 0.578 -0.759
B 0.980 0.263 -0.657
C -0.876 3.150 1.930
C -0.594 -3.666 -1.199
C -0.205 3.704 0.822
C -0.828 1.830 2.185
C -1.423 -2.598 -1.475
C 0.738 -3.542 -0.741
C 0.301 2.803 -0.086
C -0.283 0.890 1.326
C -0.898 -1.367 -1.238
C 1.254 -2.273 -0.642
C 0.190 1.384 0.081
C 0.391 -1.193 -0.825
H 2.464 1.527 -0.817
H -1.375 3.717 2.625
H -0.968 -4.676 -1.352
H -0.097 4.785 0.644
H -1.238 1.455 3.083
H -2.481 -2.774 -1.776
H 1.155 -4.500 -0.422
H 0.860 3.182 -0.886
H -0.133 -0.157 1.644
H -1.503 -0.451 -1.337
H 2.194 -2.072 -0.131


Entry 2:
A structure of composition C14H8BCo2F3O7 at a distorted geometry. Source: OMol25; level of theory: ωB97M-V/def2-TZVPD.

The value obtained for the energy relative to the best compared isomer or geometry (same formula, charge and spin) is 339.11 kJ/mol. The orbital gap comes out at 2.02 eV. The spin multiplicity is 1.

Element x y z (Å)
C -5.714 2.807 -1.282
C -4.602 1.886 -1.244
C -4.508 0.510 -1.261
C -3.108 0.203 -1.231
C -2.441 1.415 -1.210
B -0.906 1.937 -1.269
F -0.152 0.824 -0.849
F -0.736 2.223 -2.625
F -0.796 3.017 -0.396
O -3.360 2.424 -1.201
H -6.646 2.242 -1.296
H -5.700 3.459 -0.403
H -5.657 3.428 -2.183
H -5.331 -0.192 -1.300
H -2.683 -0.798 -1.234
O 2.488 -5.255 0.980
C 2.785 -4.220 1.418
Co 3.226 -2.609 1.959
C 1.997 -2.191 3.139
O 1.181 -1.933 3.923
C 4.812 -2.580 2.717
O 5.868 -2.550 3.199
C 3.236 -1.558 0.228
C 1.931 -1.403 -0.270
C 0.915 -2.046 -0.857
Co 2.591 0.099 0.482
C 1.283 0.764 1.560
O 0.655 1.380 2.304
C 2.628 1.258 -0.918
O 2.794 2.058 -1.732
C 3.965 0.720 1.422
O 4.869 1.102 2.032
H 4.119 -1.813 -0.370
H 0.000 -1.505 -1.098
H 1.002 -3.104 -1.138


Entry 3:
A structure of composition C38H55AgF2N4O20S2 at a distorted geometry. Source: OMol25; level of theory: ωB97M-V/def2-TZVPD.

The value obtained for the energy relative to the best compared isomer or geometry (same formula, charge and spin) is 0.00 kJ/mol. The orbital gap comes out at 8.75 eV. The spin multiplicity is 1.

Element x y z (Å)
Ag 0.477 0.492 0.242
N 2.081 -0.145 -1.628
S 1.531 -1.058 -2.816
O 1.739 -2.437 -2.642
O 1.675 -0.576 -4.140
F 0.123 -0.683 -2.414
S 3.669 -0.258 -1.094
O 4.624 -0.104 -2.135
O 3.765 -1.419 -0.220
F 3.618 0.953 -0.267
O 3.620 -4.013 5.775
C 2.835 -3.101 5.674
O 3.034 -2.060 4.808
C 4.136 -2.166 3.910
C 4.181 -0.889 3.125
C 1.654 -2.877 6.546
H 4.031 -3.067 3.289
H 5.055 -2.408 4.480
H 4.329 -0.068 3.807
H 3.250 -0.800 2.567
H 4.965 -0.952 2.367
H 0.814 -3.447 6.135
H 1.395 -1.844 6.788
H 1.878 -3.307 7.542
O -4.182 1.991 -4.307
C -3.742 1.564 -3.238
O -4.087 2.060 -2.048
C -5.272 2.856 -1.937
C -4.902 4.337 -1.819
C -2.754 0.396 -3.184
H -5.748 2.536 -0.996
H -5.825 2.600 -2.844
H -4.300 4.635 -2.656
H -4.311 4.513 -0.882
H -5.779 4.975 -1.749
H -2.353 0.156 -4.157
H -3.205 -0.539 -2.927
H -1.937 0.565 -2.491
O 1.864 1.713 1.904
C 2.478 2.297 2.794
O 2.283 2.092 4.091
C 1.357 1.064 4.483
C -0.042 1.573 4.256
C 3.328 3.517 2.486
H 1.582 0.873 5.510
H 1.567 0.211 3.889
H -0.258 2.478 4.854
H -0.797 0.832 4.535
H -0.146 1.803 3.198
H 3.968 3.810 3.304
H 2.643 4.331 2.272
H 3.951 3.279 1.608
O -1.453 2.161 1.125
C -2.117 3.228 1.290
O -1.612 4.457 1.320
C -0.164 4.564 1.206
C 0.274 5.997 1.394
C -3.586 3.220 1.687
H 0.085 4.235 0.160
H 0.314 3.870 1.917
H 0.331 6.236 2.420
H -0.310 6.744 0.825
H 1.255 6.003 0.973
H -4.230 3.722 0.983
H -3.700 3.752 2.668
H -3.890 2.178 1.692
O -1.574 -0.449 -0.173
C -2.133 -1.483 -0.433
O -3.449 -1.699 -0.263
C -4.267 -0.665 0.347
C -4.012 -0.666 1.836
C -1.426 -2.699 -1.059
H -5.249 -1.053 0.068
H -4.109 0.321 -0.192
H -4.760 -0.024 2.302
H -3.003 -0.357 2.146
H -4.217 -1.696 2.148
H -0.402 -2.708 -0.720
H -1.407 -2.487 -2.116
H -1.913 -3.617 -0.777
C 2.744 -5.284 0.903
C 2.293 -5.512 2.214
C 1.506 -4.493 2.840
C 1.291 -3.339 2.102
C 1.795 -3.091 0.829
C 2.499 -4.090 0.233
N 0.540 -2.297 2.729
O 0.008 -2.471 3.796
O 0.581 -1.169 2.232
H 3.274 -6.071 0.352
H 2.456 -6.453 2.723
H 1.195 -4.600 3.885
H 1.555 -2.149 0.394
H 2.884 -4.003 -0.776
C 3.743 4.337 -3.625
C 2.755 5.371 -3.508
C 1.472 5.125 -3.100
C 1.144 3.822 -2.882
C 2.032 2.785 -2.953
C 3.352 3.051 -3.364
N -0.213 3.508 -2.437
O -1.043 4.421 -2.240
O -0.479 2.319 -2.214
H 4.770 4.597 -3.850
H 3.070 6.370 -3.689
H 0.780 5.963 -3.079
H 1.712 1.799 -2.771
H 3.987 2.171 -3.454
C -1.337 -3.070 -5.332
C -2.678 -3.440 -5.086
C -3.009 -4.750 -4.784
C -1.982 -5.647 -4.659
C -0.637 -5.283 -4.831
C -0.300 -4.014 -5.228
N -2.298 -7.014 -4.325
O -3.449 -7.401 -4.443
O -1.428 -7.794 -3.869
H -1.086 -2.030 -5.436
H -3.468 -2.689 -5.220
H -4.020 -5.097 -4.556
H 0.121 -6.043 -4.638
H 0.737 -3.716 -5.305


Number 1: lowest unoccupied orbital energy 0.01735 hartree. Number 2: lowest unoccupied orbital energy -0.15893 hartree. Number 3: lowest unoccupied orbital energy -0.03075 hartree.